No. 1
# C44H48N8O3SSiTi

A structure of composition C44H48N8O3SSiTi (ωB97M-V/def2-TZVPD, the OMol25 dataset).

Properties
* energy relative to the best compared isomer or geometry (same formula, charge and spin): 29.2 kJ/mol
* Kohn-Sham gap (alpha / beta): 5.89 / 7.35 eV
* LUMO energy (alpha / beta): -0.3 / -0.2 eV
* highest occupied orbital energy (alpha / beta): -6.17 / -7.57 eV

```
! RIJCOSX wB97M-V def2-TZVPD def2/J DEFGRID3
* xyz 0 3
Ti 0.343 0.721 -0.774
N 6.026 -0.905 3.602
C 5.590 -0.556 2.336
C 4.989 -1.505 1.501
C 4.501 -1.139 0.261
C 4.604 0.179 -0.161
C 5.212 1.130 0.647
C 5.700 0.767 1.888
S 3.849 0.689 -1.663
O 4.679 1.671 -2.291
O 3.487 -0.504 -2.378
N 2.446 1.347 -1.142
C 2.172 2.668 -1.105
N 0.822 2.840 -1.089
C 0.324 4.074 -1.055
C 1.163 5.163 -1.023
C 2.530 4.890 -0.977
N 3.050 3.674 -1.001
H 6.186 -1.884 3.768
H 6.719 -0.307 4.020
H 4.900 -2.532 1.835
H 4.027 -1.873 -0.382
H 5.293 2.154 0.298
H 6.175 1.509 2.521
H -0.755 4.155 -1.059
H 0.786 6.174 -1.011
H 3.241 5.706 -0.899
C -4.613 -2.810 -2.290
C -3.279 -2.638 -2.633
C -2.626 -1.463 -2.286
C -3.273 -0.434 -1.597
C -4.618 -0.628 -1.274
C -5.283 -1.799 -1.613
Si -2.310 1.155 -1.190
C -3.204 1.932 0.303
C -3.173 3.314 0.515
C -3.628 3.884 1.697
C -4.140 3.078 2.706
C -4.205 1.704 2.512
C -3.742 1.146 1.328
C -2.643 2.360 -2.626
C -3.908 2.929 -2.811
C -4.174 3.777 -3.875
C -3.172 4.079 -4.791
C -1.911 3.524 -4.634
C -1.657 2.677 -3.561
H -5.129 -3.727 -2.550
H -2.742 -3.420 -3.157
H -1.581 -1.349 -2.551
H -5.164 0.147 -0.744
H -6.326 -1.924 -1.348
H -2.801 3.967 -0.270
H -3.592 4.959 1.828
H -4.495 3.517 3.630
H -4.611 1.066 3.287
H -3.791 0.068 1.205
H -4.703 2.703 -2.106
H -5.164 4.202 -3.995
H -3.378 4.740 -5.624
H -1.124 3.747 -5.344
H -0.661 2.256 -3.459
C -0.596 0.757 2.152
N -0.429 0.741 3.591
C 0.506 -0.326 3.954
N 1.814 -0.136 3.325
C 1.645 -0.133 1.886
N 0.702 0.947 1.429
C 1.274 2.244 1.917
N 1.446 2.256 3.358
C 0.146 2.025 3.995
C 2.348 1.163 3.734
H -1.261 1.571 1.872
H -1.039 -0.182 1.817
H 0.094 -1.286 3.637
H 0.630 -0.337 5.038
H 1.251 -1.094 1.560
H 2.603 0.044 1.404
H 0.597 3.047 1.626
H 2.246 2.390 1.442
H -0.542 2.825 3.715
H 0.277 2.034 5.078
H 2.483 1.171 4.817
H 3.317 1.313 3.254
C 0.769 -7.642 -1.783
C 0.471 -6.223 -1.389
C -0.313 -5.926 -0.279
C -0.581 -4.625 0.103
C -1.448 -4.382 1.309
C -0.036 -3.539 -0.642
C -0.311 -2.232 -0.174
O 0.198 -1.112 -0.662
C 0.729 -3.833 -1.808
C 1.266 -2.763 -2.716
C 0.965 -5.156 -2.137
H 0.240 -8.349 -1.144
H 1.838 -7.855 -1.706
H 0.475 -7.835 -2.817
H -0.731 -6.739 0.306
H -1.788 -5.329 1.727
H -2.333 -3.791 1.057
H -0.909 -3.843 2.094
H -1.015 -2.085 0.634
H 0.475 -2.091 -3.049
H 1.711 -3.218 -3.602
H 2.025 -2.144 -2.241
H 1.552 -5.366 -3.026
*
```

Results of the Löwdin charge analysis, in e, for atoms 1 through 8: 0.9548, 0.1079, -0.3236, -0.0240, -0.0654, -0.3121, -0.0622, -0.0407



No. 2
# C2HAgO2

A structure of composition C2HAgO2 (ωB97M-V/def2-TZVPD, the OMol25 dataset).

Properties
* energy relative to the best compared isomer or geometry (same formula, charge and spin): 82.7 kJ/mol
* Kohn-Sham gap (alpha / beta): 4.60 / 4.60 eV
* LUMO energy (alpha / beta): -1.9 / -1.9 eV
* highest occupied orbital energy (alpha / beta): -6.54 / -6.54 eV

```
! RIJCOSX wB97M-V def2-TZVPD def2/J DEFGRID3
* xyz 0 1
O -1.298 0.383 -0.730
C -0.730 0.197 0.402
O 2.073 -0.253 0.016
C 1.558 0.395 0.817
Ag -0.345 -1.407 -1.767
H -1.258 0.685 1.263
*
```

Löwdin analysis output, partial charges in e: -0.3080, -0.2967, -0.0895, -0.0857, 0.7770, 0.0029



No. 3
# C4H6ClN3S

The molecule C4H6ClN3S (ωB97M-V/def2-TZVPD, the OMol25 dataset).

Properties
* SMILES string: [H]/N=C(\Cl)[C@H]1NCNC1=S
* energy relative to the best compared isomer or geometry (same formula, charge and spin): 74.0 kJ/mol
* Kohn-Sham gap: 9.03 eV
* LUMO energy: 0.6 eV
* highest occupied orbital energy: -8.41 eV

```
! RIJCOSX wB97M-V def2-TZVPD def2/J DEFGRID3
* xyz 0 1
H 2.535 -1.863 1.432
N 1.788 -1.526 0.828
C 0.585 -1.671 0.858
Cl -0.315 -2.817 1.875
C -0.299 -0.702 -0.085
N -0.726 0.331 0.830
C -0.287 1.596 0.263
N -0.248 1.433 -1.157
C -0.029 0.221 -1.568
S 0.063 -0.387 -3.068
H -1.035 -1.460 -0.562
H -1.697 0.257 1.157
H 0.690 1.883 0.672
H -0.971 2.473 0.230
H -0.053 2.233 -1.706
*
```

Results of the Löwdin charge analysis, in e, for atoms 1 through 8: 0.0760, 0.1111, -0.7641, 0.5959, -0.2424, -0.0257, -0.2005, -0.0258



No. 4
# C9H36O9

A cluster of 9 separate species, C9H36O9 in total (ωB97M-V/def2-TZVPD, the OMol25 dataset).

Properties
* SMILES string: CO.CO.CO.CO.CO.CO.CO.CO.CO
* energy relative to the best compared isomer or geometry (same formula, charge and spin): 1304.4 kJ/mol
* Kohn-Sham gap: 9.76 eV
* LUMO energy: 0.2 eV
* highest occupied orbital energy: -9.58 eV

```
! RIJCOSX wB97M-V def2-TZVPD def2/J DEFGRID3
* xyz 0 1
C -1.211 -0.035 -4.259
O -0.985 0.805 -3.140
H -0.434 0.063 -4.980
H -2.037 0.051 -4.583
H -1.085 -1.083 -3.994
H -0.088 0.775 -2.782
C -0.436 3.333 -0.807
O 0.958 3.368 -0.821
H -0.842 4.128 -1.354
H -0.750 3.510 0.241
H -0.778 2.392 -1.134
H 1.566 4.132 -0.875
C 0.277 -0.177 -0.232
O 1.028 0.443 -1.225
H -0.088 -0.930 -0.810
H -0.554 0.451 0.057
H 0.878 -0.416 0.611
H 1.179 1.483 -1.118
C 0.356 -3.675 -1.951
O -0.547 -4.627 -2.645
H 0.328 -2.711 -2.584
H 1.496 -4.162 -1.700
H -0.018 -3.251 -1.080
H -0.325 -4.533 -3.475
C -1.844 0.894 3.032
O -2.307 -0.126 4.043
H -1.683 1.567 3.677
H -2.608 1.363 2.377
H -0.824 0.658 2.756
H -3.145 -0.048 4.117
C 0.892 -2.246 3.923
O -0.333 -2.602 4.334
H 0.786 -1.463 3.197
H 1.570 -3.173 3.351
H 1.764 -2.021 4.659
H -1.006 -1.787 4.459
C 4.014 -0.437 -1.814
O 3.038 -1.407 -1.918
H 3.594 0.714 -1.694
H 4.621 -0.524 -2.708
H 4.447 -0.463 -0.914
H 2.243 -0.958 -1.990
C 1.814 2.118 2.526
O 2.800 2.081 3.580
H 1.672 3.290 2.078
H 0.657 2.031 2.638
H 1.948 1.261 1.730
H 2.502 2.694 4.221
C -3.880 -0.283 -0.635
O -3.679 0.614 -1.643
H -3.140 -0.861 -0.485
H -4.764 -0.708 -0.811
H -4.286 0.168 0.480
H -2.751 0.319 -1.927
*
```

Results of the Löwdin charge analysis, in e, for atoms 1 through 8: -0.0921, -0.1118, 0.0896, -0.0226, 0.0848, 0.0497, -0.1281, -0.1439



No. 5
# C4H7NS2

The molecule C4H7NS2 (ωB97M-V/def2-TZVPD, the OMol25 dataset).

Properties
* SMILES string: S=C(CS)N1CC1
* energy relative to the best compared isomer or geometry (same formula, charge and spin): 135.9 kJ/mol
* Kohn-Sham gap: 8.81 eV
* LUMO energy: 0.2 eV
* highest occupied orbital energy: -8.64 eV

```
! RIJCOSX wB97M-V def2-TZVPD def2/J DEFGRID3
* xyz 0 1
S -0.424 2.450 -0.293
C 0.014 0.994 0.337
C 1.391 0.741 0.846
S 2.391 -0.031 -0.460
N -0.808 -0.091 0.435
C -0.691 -1.437 -0.065
C -1.813 -0.541 -0.465
H 1.897 1.679 1.118
H 1.386 0.094 1.729
H 2.016 0.783 -1.402
H -0.701 -2.223 0.696
H -0.011 -1.642 -0.885
H -1.803 -0.059 -1.496
H -2.844 -0.718 -0.095
*
```

Results of the Löwdin charge analysis, in e, for atoms 1 through 8: 0.6716, -0.9092, -0.5623, 0.7282, -0.1217, -0.1149, -0.1262, 0.0640



No. 6
# C31H56BClF6IN3O16S

A cluster of 4 separate species, C31H56BClF6IN3O16S in total (ωB97M-V/def2-TZVPD, the OMol25 dataset).

Properties
* SMILES string: CCB(O)[C@](I)(NCl)[C@@](CCN(CC)C(C)=O)(CNC)O[C@@](CCF)(CCCCOC=O)S(=O)(=O)C(F)(F)C(F)(F)F.COC(=O)OC.COC(=O)OC.COC(=O)OC
* energy relative to the best compared isomer or geometry (same formula, charge and spin): 111.2 kJ/mol
* Kohn-Sham gap: 8.99 eV
* LUMO energy: 0.1 eV
* highest occupied orbital energy: -8.91 eV

```
! RIJCOSX wB97M-V def2-TZVPD def2/J DEFGRID3
* xyz 0 1
C 4.262 -1.901 1.833
C 2.765 -1.874 1.485
B 1.897 -0.779 2.220
O 2.444 -0.034 3.233
C 0.333 -0.515 1.854
I -0.623 -0.338 3.821
N -0.219 -1.727 1.186
Cl -0.361 -3.152 2.120
C 0.047 0.706 0.942
C 0.435 1.970 1.717
C 0.225 3.272 0.918
N 1.475 4.016 0.626
C 1.307 4.972 -0.485
C 2.445 4.786 -1.506
C 1.954 4.633 1.829
C 1.229 5.819 2.443
O 2.929 4.177 2.403
C 0.962 0.594 -0.298
N 2.241 1.310 -0.179
C 3.354 0.586 -0.818
O -1.372 0.795 0.744
C -2.082 0.575 -0.420
C -1.896 -0.750 -1.186
C -0.774 -0.927 -2.209
F 0.139 -1.877 -1.727
C -3.591 0.464 0.084
C -3.725 0.221 1.586
C -5.253 0.077 1.889
C -5.779 1.258 2.686
O -6.984 1.773 2.055
C -7.418 2.852 2.761
O -8.420 2.807 3.444
S -2.190 1.901 -1.699
O -0.924 2.402 -2.181
O -2.951 1.311 -2.767
C -3.192 3.426 -1.244
F -2.764 4.387 -2.085
F -4.482 3.201 -1.557
C -3.131 4.010 0.215
F -4.335 4.563 0.490
F -2.238 5.012 0.257
F -2.884 3.098 1.154
H 4.523 -1.380 2.747
H 4.552 -2.937 1.983
H 4.893 -1.555 1.024
H 2.618 -1.757 0.413
H 2.358 -2.859 1.713
H 2.900 -0.606 3.856
H 0.286 -1.934 0.333
H 1.459 1.952 2.068
H -0.191 2.063 2.594
H -0.373 3.939 1.541
H -0.336 3.140 0.002
H 1.414 5.993 -0.126
H 0.347 4.877 -0.981
H 2.617 5.744 -1.988
H 3.354 4.510 -0.986
H 2.166 4.055 -2.258
H 0.864 6.525 1.709
H 0.333 5.423 2.921
H 1.848 6.283 3.193
H 0.425 1.021 -1.144
H 1.199 -0.420 -0.593
H 2.164 2.151 -0.726
H 3.053 0.020 -1.701
H 3.903 -0.007 -0.099
H 4.047 1.346 -1.170
H -1.818 -1.560 -0.470
H -2.795 -0.975 -1.739
H -0.263 -0.029 -2.531
H -1.167 -1.384 -3.110
H -4.167 1.364 -0.127
H -4.108 -0.357 -0.393
H -3.272 -0.729 1.834
H -3.368 1.044 2.182
H -5.385 -0.811 2.493
H -5.813 0.024 0.962
H -6.041 0.990 3.707
H -5.058 2.077 2.740
H -6.828 3.777 2.698
C 5.614 -3.227 -4.080
O 5.649 -3.237 -2.651
C 6.851 -3.487 -2.137
O 7.857 -3.691 -2.761
O 6.746 -3.471 -0.810
C 7.971 -3.726 -0.120
H 4.587 -3.014 -4.363
H 6.264 -2.448 -4.474
H 5.903 -4.197 -4.478
H 8.712 -2.966 -0.358
H 8.352 -4.716 -0.365
H 7.743 -3.683 0.941
C -14.796 0.330 1.249
O -13.619 0.988 0.782
C -12.783 1.365 1.751
O -12.953 1.192 2.929
O -11.739 1.959 1.189
C -10.745 2.420 2.119
H -15.382 0.080 0.370
H -14.540 -0.584 1.782
H -15.376 0.989 1.892
H -10.335 1.590 2.679
H -11.170 3.161 2.793
H -9.963 2.879 1.531
C 10.690 -5.566 -4.464
O 10.699 -6.562 -3.439
C 9.833 -7.551 -3.633
O 9.082 -7.664 -4.565
O 9.941 -8.402 -2.612
C 9.061 -9.524 -2.692
H 11.432 -4.823 -4.186
H 10.962 -5.999 -5.425
H 9.714 -5.087 -4.524
H 9.269 -10.113 -3.583
H 8.022 -9.199 -2.689
H 9.249 -10.129 -1.810
*
```

Results of the Löwdin charge analysis, in e, for atoms 1 through 8: -0.0881, -0.1466, -0.6055, 0.0816, -0.6261, 1.0446, -0.4865, 0.6014



No. 7
# C3H7O2S

A cluster of 2 separate species, C3H7O2S in total (ωB97M-V/def2-TZVPD, the OMol25 dataset).

Properties
* energy relative to the best compared isomer or geometry (same formula, charge and spin): 86.3 kJ/mol
* Kohn-Sham gap: 7.03 eV
* LUMO energy: 4.0 eV
* highest occupied orbital energy: -3.06 eV

```
! RIJCOSX wB97M-V def2-TZVPD def2/J DEFGRID3
* xyz -1 1
O -1.471 2.333 -0.253
C -0.515 1.644 0.020
C -0.488 0.689 1.158
C -0.030 -0.749 0.846
S 1.754 -0.895 0.466
H 0.433 1.712 -0.541
H -1.468 0.678 1.641
H 0.303 1.074 1.816
H -0.714 -1.166 0.095
H -0.195 -1.301 1.774
H 0.066 -1.610 -2.280
H 1.402 -0.979 -2.012
O 0.925 -1.431 -2.729
*
```

Results of the Löwdin charge analysis, in e, for atoms 1 through 8: 0.0008, -0.3055, -0.2873, -0.7499, 0.1872, 0.1066, 0.1018, 0.0944



No. 8
# C48H46GaNO17PS

A structure of composition C48H46GaNO17PS (ωB97M-V/def2-TZVPD, the OMol25 dataset).

Properties
* energy relative to the best compared isomer or geometry (same formula, charge and spin): 49.2 kJ/mol
* Kohn-Sham gap: 3.92 eV
* LUMO energy: -0.5 eV
* highest occupied orbital energy: -4.39 eV

```
! RIJCOSX wB97M-V def2-TZVPD def2/J DEFGRID3
* xyz -1 1
C 5.854 1.277 1.100
C 5.655 0.384 -0.109
O 5.410 -0.914 0.384
C 4.888 -1.791 -0.592
C 3.358 -2.046 -0.362
O 2.835 -1.127 0.541
Ga 1.375 -0.153 -0.063
N 1.112 -0.231 -1.962
C 1.479 1.725 0.744
C 2.477 2.677 0.100
O 2.779 2.356 -1.261
P -0.598 -1.163 0.881
S -0.149 -2.931 1.675
H 6.766 0.980 1.607
H 5.031 1.079 1.777
H 5.897 2.319 0.814
H 4.832 0.761 -0.709
H 6.597 0.370 -0.668
H 5.424 -2.730 -0.481
H 5.082 -1.431 -1.601
H 3.275 -3.055 0.049
H 2.842 -2.048 -1.325
H 1.878 0.181 -2.483
H 0.309 0.352 -2.175
H 0.490 2.159 0.661
H 1.744 1.628 1.791
H 3.384 2.706 0.701
H 2.070 3.689 0.132
H 2.785 3.179 -1.773
H -1.620 -1.304 -0.091
H -1.195 -0.325 1.845
C -3.894 2.708 -0.233
C -4.486 3.586 -1.041
C -3.796 4.079 -2.257
O -4.328 4.885 -3.001
C -2.438 3.562 -2.546
C -1.849 2.685 -1.739
C -2.533 2.189 -0.519
O -2.001 1.386 0.214
H -4.375 2.326 0.659
H -5.484 3.972 -0.847
H -1.962 3.935 -3.444
H -0.856 2.294 -1.927
C -3.995 -3.030 0.880
C -4.375 -1.758 0.984
C -5.504 -1.221 0.192
O -5.849 -0.059 0.281
C -6.205 -2.156 -0.724
C -5.830 -3.427 -0.831
C -4.692 -3.966 -0.038
O -4.358 -5.125 -0.144
H -3.159 -3.430 1.446
H -3.875 -1.061 1.644
H -7.029 -1.743 -1.293
H -6.325 -4.125 -1.494
C -7.200 7.721 0.627
C -6.932 9.018 0.750
C -5.865 9.662 -0.056
O -5.622 10.845 0.058
C -5.112 8.806 -1.004
C -5.379 7.508 -1.129
C -6.444 6.866 -0.322
O -6.694 5.685 -0.431
H -7.973 7.230 1.205
H -7.471 9.660 1.435
H -4.340 9.296 -1.583
H -4.845 6.866 -1.818
C 7.523 -3.469 4.932
C 8.759 -3.223 4.505
C 9.005 -2.484 3.241
O 10.137 -2.265 2.856
C 7.823 -2.029 2.473
C 6.585 -2.271 2.894
C 6.342 -3.010 4.157
O 5.215 -3.234 4.550
H 7.316 -4.005 5.853
H 9.636 -3.546 5.052
H 8.020 -1.491 1.553
H 5.713 -1.941 2.340
C 1.568 -4.026 -6.650
C 1.998 -2.777 -6.494
C 1.817 -2.063 -5.204
O 2.198 -0.926 -5.044
C 1.144 -2.787 -4.097
C 0.716 -4.038 -4.258
C 0.894 -4.754 -5.543
O 0.507 -5.895 -5.697
H 1.687 -4.569 -7.579
H 2.492 -2.228 -7.286
H 1.028 -2.231 -3.169
H 0.223 -4.587 -3.466
C -6.089 2.720 -4.829
C -7.398 2.521 -4.964
C -7.925 1.350 -5.707
O -9.118 1.168 -5.835
C -6.938 0.407 -6.291
C -5.630 0.605 -6.155
C -5.104 1.778 -5.413
O -3.911 1.957 -5.286
H -5.685 3.569 -4.293
H -8.134 3.195 -4.544
H -7.345 -0.441 -6.827
H -4.893 -0.071 -6.571
C 4.077 -5.480 10.037
C 5.316 -5.235 9.623
C 5.570 -4.498 8.360
O 6.705 -4.277 7.986
C 4.396 -4.043 7.576
C 3.156 -4.290 7.993
C 2.899 -5.026 9.255
O 1.772 -5.251 9.643
H 3.867 -6.016 10.954
H 6.189 -5.556 10.177
H 4.606 -3.510 6.655
H 2.284 -3.970 7.436
*
```

Results of the Löwdin charge analysis, in e, for atoms 1 through 8: -0.0704, -0.2712, -0.2005, -0.1767, -0.2966, -0.2524, 0.2170, -0.0789